Entry 1:
The following is a quantum chemistry calculation of a molecular structure, C14H25BN6SiV in a non-equilibrium geometry, from OMol25.

Properties
* spin multiplicity: 2
* E_LUMO (alpha / beta): -7.6264 / -7.4439 eV
* electronic energy: -2134.77748 Eh
* charge: +2
* energy above the lowest of the compared OMol25 structures with the same formula, charge and spin: 0.0 kJ/mol
* HOMO (alpha / beta): -15.564 / -15.535 eV
* gap between HOMO and LUMO (alpha / beta): 7.9373 / 8.0908 eV

Geometry as XYZ:
```
48
Properties=species:S:1:pos:R:3:forces:R:3
H 0.479 3.908 0.608 0.0 0.0 -0.1
N 0.515 2.282 -0.748 0.0 0.4 0.3
B 0.567 0.706 -2.768 0.4 0.0 -0.2
N 0.737 2.103 -2.076 -0.4 -0.1 0.3
C 0.995 3.322 -2.592 -0.2 -0.3 0.6
V -0.075 -1.173 -0.193 5.5 -4.6 6.3
H 1.168 3.441 -3.649 0.1 0.0 0.0
C 0.947 4.267 -1.572 -0.1 -0.1 0.2
H 1.103 5.325 -1.658 0.0 0.1 -0.1
C 0.632 3.574 -0.406 0.2 -0.1 -1.0
H 0.623 0.861 -3.964 -0.1 0.0 0.4
C -0.445 -3.098 -0.266 -0.8 -0.2 -0.1
H -1.036 -3.340 0.630 0.1 -0.2 -0.2
H 0.486 -3.682 -0.311 -0.4 0.2 0.1
H -1.042 -3.279 -1.176 0.1 -0.2 0.2
N -0.800 0.086 -2.341 -0.7 -0.6 0.4
N 1.657 -0.304 -2.317 0.6 -1.1 0.4
N -1.133 -0.158 -0.973 -5.8 5.4 -5.2
N 1.428 -1.238 -1.294 2.1 0.7 -1.7
C -1.859 -0.218 -3.084 0.8 0.7 0.4
C 2.841 -0.586 -2.896 -0.9 0.0 0.7
H -1.773 -0.155 -4.158 -0.2 0.0 0.0
H 3.180 0.010 -3.735 0.0 -0.2 0.1
C -2.947 -0.512 -2.262 -0.7 0.1 0.8
C 3.410 -1.690 -2.256 -0.1 -0.3 0.5
C -2.516 -0.378 -0.955 0.8 -0.1 -1.3
C 2.524 -2.072 -1.250 -0.5 1.3 -1.1
H -3.946 -0.741 -2.594 0.0 0.1 0.0
H 4.352 -2.166 -2.487 -0.1 0.1 0.0
H -3.045 -0.378 -0.016 -0.1 -0.4 0.1
H 2.560 -2.879 -0.530 0.1 0.1 -0.1
H 0.222 1.534 -0.126 0.1 0.1 -0.4
C -1.971 0.601 3.037 0.1 0.0 -0.4
Si -0.277 -0.200 3.172 -0.2 0.2 1.5
C 0.760 0.921 4.282 0.1 -0.2 -0.4
C -0.451 -1.889 3.975 0.2 0.0 -0.3
C 0.601 -0.337 1.507 0.2 -0.3 -1.3
H -2.341 0.818 4.053 0.1 -0.1 -0.4
H -2.693 -0.058 2.535 0.0 0.2 0.2
H -1.917 1.551 2.486 -0.1 -0.1 0.1
H 0.328 0.971 5.292 0.1 0.0 -0.3
H 1.790 0.547 4.366 -0.2 0.1 0.1
H 0.799 1.940 3.871 0.0 -0.2 0.2
H -1.015 -2.583 3.337 0.1 0.0 0.2
H 0.538 -2.328 4.176 -0.3 0.1 0.0
H -0.982 -1.788 4.934 0.1 0.0 -0.3
H 1.138 0.599 1.233 -0.1 -0.4 0.3
H 1.396 -1.122 1.547 -0.1 0.3 0.3
```
Forces are in eV/Å.

Mulliken atomic charge list, values in e, 6 entries:
1. H 0.497
2. N 0.378
3. B 0.102
4. N -0.182
5. C -0.102
6. V 0.782

Entry 2:
The following is a quantum chemistry calculation of 2 unconnected molecules or ions with the total composition C3H9N2OP in a non-equilibrium geometry, from OMol25.

Properties
* E_LUMO (alpha / beta): 0.2002 / 0.1996 eV
* electronic energy: -645.64054 Eh
* charge: 0
* energy above the lowest of the compared OMol25 structures with the same formula, charge and spin: 524.8 kJ/mol
* HOMO (alpha / beta): -8.381 / -8.381 eV
* gap between HOMO and LUMO (alpha / beta): 8.5808 / 8.5811 eV

Geometry as XYZ:
```
16
Properties=species:S:1:pos:R:3:forces:R:3
C 2.532 -0.082 -0.525 -1.8 -1.7 -0.3
C 1.484 -0.249 0.266 -1.2 -1.6 -5.1
C -0.362 -1.390 -1.004 2.8 2.0 0.3
N -0.660 1.592 -0.100 -2.0 1.4 -0.9
N -1.174 -0.730 1.341 -1.4 0.5 -1.0
O -2.570 0.278 -0.354 -1.4 -1.4 -0.6
P -1.004 -0.016 -0.111 -0.1 -0.4 -1.1
H 3.449 0.275 -0.206 1.7 0.9 0.9
H 2.564 -0.592 -1.482 -0.2 0.6 -0.4
H 1.454 -0.082 1.249 -0.2 1.0 3.8
H 0.333 -1.111 -1.866 -1.3 0.0 0.7
H 0.254 1.929 -0.032 1.4 0.4 -0.1
H -1.362 2.262 -0.528 1.3 -1.4 0.9
H -0.377 -1.240 1.400 2.5 -2.3 1.5
H -1.532 -0.262 2.107 -0.5 1.0 1.7
H -3.029 -0.582 -0.156 0.4 1.3 -0.4
```
Forces are in eV/Å.

Mulliken atomic charge list, values in e, 6 entries:
1. C -0.417
2. C -0.823
3. C -0.564
4. N -0.465
5. N -0.535
6. O -0.620

Entry 3:
The following is a quantum chemistry calculation of 2 unconnected molecules or ions with the total composition C3H9OS in a non-equilibrium geometry, from OMol25.

Properties
* E_LUMO: 4.2333 eV
* electronic energy: -593.16116 Eh
* charge: -1
* energy above the lowest of the compared OMol25 structures with the same formula, charge and spin: 30.8 kJ/mol
* HOMO: -2.657 eV
* gap between HOMO and LUMO: 6.8903 eV

Geometry as XYZ:
```
14
Properties=species:S:1:pos:R:3:forces:R:3
C -0.324 -0.556 -1.190 -0.5 -1.1 1.0
C 0.988 -0.387 -0.410 -0.8 0.0 -0.5
C 0.797 -0.781 1.051 -0.1 -0.5 0.7
S -0.297 0.257 2.123 0.6 -0.1 -0.5
H -0.565 -1.628 -1.269 0.2 0.0 0.0
H -0.441 -0.168 -2.196 0.3 0.5 0.0
H -1.095 -0.202 -0.496 -0.1 0.4 -0.5
H 1.744 -1.058 -0.834 0.2 0.3 -0.1
H 1.289 0.661 -0.472 0.3 -0.1 0.0
H 1.800 -0.925 1.469 0.0 0.4 0.3
H 0.374 -1.793 1.122 0.0 0.0 -0.4
H -0.761 1.926 0.670 0.2 -0.2 0.6
H -2.159 2.065 0.174 0.2 0.2 0.1
O -1.349 2.589 0.260 -0.6 0.2 -0.6
```
Forces are in eV/Å.

Mulliken atomic charge list, values in e, 6 entries:
1. C -1.094
2. C -0.390
3. C -0.729
4. S -0.616
5. H 0.329
6. H 0.313

Entry 4:
The following is a quantum chemistry calculation of a gas-phase ion, C5H8NOS (charge +1) in a non-equilibrium geometry, from OMol25.

Properties
* SMILES: [NH3+][C@@H](S)c1ccco1
* E_LUMO: -4.0068 eV
* electronic energy: -723.18319 Eh
* charge: +1
* energy above the lowest of the compared OMol25 structures with the same formula, charge and spin: 189.5 kJ/mol
* HOMO: -12.709 eV
* gap between HOMO and LUMO: 8.7017 eV

Geometry as XYZ:
```
16
Properties=species:S:1:pos:R:3:forces:R:3
N -1.644 1.191 -0.597 0.6 1.8 -2.0
C -1.235 0.248 0.468 1.8 -1.9 -0.6
S -2.098 -1.385 0.327 -0.2 0.6 0.3
C 0.320 -0.050 0.274 -2.4 0.6 1.4
C 1.207 -0.330 1.240 0.7 0.5 0.1
C 2.447 -0.625 0.530 -0.3 -0.4 0.8
C 2.172 -0.576 -0.805 -0.2 -0.3 0.5
O 0.801 -0.240 -0.965 1.1 0.1 -0.5
H -1.717 0.599 -1.479 0.5 1.3 0.8
H -2.610 1.691 -0.529 2.1 -1.0 0.3
H -0.771 1.920 -0.687 -2.9 -1.8 -0.1
H -1.550 0.670 1.404 0.6 0.2 0.6
H -2.473 -1.142 -0.920 -0.2 -0.3 -0.5
H 1.013 -0.269 2.322 0.3 -0.1 -0.8
H 3.349 -0.892 1.118 -0.5 0.2 -1.2
H 2.788 -0.811 -1.703 -1.0 0.5 0.8
```
Forces are in eV/Å.

Mulliken atomic charge list, values in e, 6 entries:
1. N -0.407
2. C -0.247
3. S -0.033
4. C 0.287
5. C -0.348
6. C -0.270